(1)
Molecular formula: C50H39F3N9O8S2Ti
Method: DFT, ωB97M-V/def2-TZVPD

Cartesian coordinates (Å):
Ti1 -1.30673 -0.05554 0.16274
C1 -2.55673 -0.72333 4.37842
O1 -3.69558 -0.58728 3.50724
C2 -3.20983 -0.53052 2.25701
N1 -1.91401 -0.68513 2.14342
C3 -1.41451 -1.15077 3.44839
C4 -0.01292 -0.66579 3.76943
C5 0.27558 0.26211 4.76450
C6 1.58370 0.68202 4.96863
C7 2.60909 0.18163 4.18386
C8 2.33228 -0.76569 3.20343
C9 1.02573 -1.18403 2.99979
C10 -4.03304 -0.32224 1.11928
C11 -5.41541 -0.23271 1.05886
C12 -5.98793 -0.04717 -0.19108
C13 -5.22776 0.04595 -1.36860
C14 -3.86351 -0.07850 -1.24761
N2 -3.28846 -0.23505 -0.02252
C15 -2.90810 -0.08703 -2.32854
N3 -1.63676 -0.20426 -2.14457
C16 -0.99603 -0.28636 -3.45292
C17 -2.15175 0.12700 -4.40257
O2 -3.33899 0.03248 -3.60490
C18 0.24101 0.55761 -3.65961
C19 0.87439 0.51178 -4.89734
C20 1.97817 1.30547 -5.15604
C21 2.46523 2.15825 -4.18367
C22 1.82973 2.21349 -2.95237
C23 0.72229 1.41492 -2.68221
H1 -2.79801 -1.45660 5.13785
H2 -2.39549 0.25245 4.83837
H3 -1.38211 -2.24762 3.41206
H4 -0.51514 0.66778 5.37450
H5 1.79366 1.40275 5.73879
H6 3.61562 0.54874 4.31698
H7 3.13497 -1.12358 2.57714
H8 0.79028 -1.87613 2.20556
H9 -5.99320 -0.34428 1.95422
H10 -7.06380 0.01535 -0.26921
H11 -5.68127 0.17349 -2.34045
H12 -0.72005 -1.34758 -3.61899
H13 -2.26115 -0.53777 -5.25765
H14 -2.04571 1.15734 -4.72765
H15 0.51613 -0.15539 -5.67799
H16 2.47086 1.24573 -6.11963
H17 3.31758 2.80044 -4.37805
H18 2.18567 2.90513 -2.19691
H19 0.19285 1.53795 -1.75017
C24 6.87275 5.12809 -4.18530
O3 5.62204 5.15740 -3.53233
C25 5.58235 4.76659 -2.22720
C26 6.67598 4.33138 -1.48615
C27 6.47470 3.95673 -0.16167
C28 5.22246 3.97331 0.42933
C29 4.13816 4.44738 -0.33739
C30 4.31474 4.83399 -1.65002
N4 5.09042 3.82176 1.89422
N5 4.10256 3.30072 2.39701
C31 3.16325 2.46873 1.65899
C32 3.65418 1.57689 0.71707
C33 2.85073 0.67423 0.10663
C34 1.51566 0.68680 0.46206
O4 0.79052 -0.19919 -0.15608
C35 0.97999 1.57815 1.42888
N6 -0.34432 1.50264 1.66949
C36 -0.90129 2.33605 2.51405
C37 -0.12989 3.29851 3.20292
C38 1.21543 3.38015 2.97499
C39 1.83201 2.48444 2.06575
H20 6.70139 5.43766 -5.21060
H21 7.29102 4.10807 -4.18928
H22 7.58211 5.80682 -3.70946
H23 7.65938 4.28011 -1.92378
H24 7.32186 3.68118 0.45126
H25 3.14755 4.49119 0.10440
H26 3.48351 5.18864 -2.24228
H27 4.71085 1.60555 0.48452
H28 3.14410 -0.06652 -0.62404
H29 -1.96625 2.24091 2.64888
H30 -0.59117 3.98292 3.90411
H31 1.83156 4.10940 3.48612
N7 -2.10029 -9.15448 -1.05159
C40 -2.49197 -8.00684 -0.34079
C41 -2.23926 -7.89469 1.02728
C42 -2.58317 -6.74822 1.72563
C43 -3.22123 -5.69844 1.08256
C44 -3.51821 -5.81427 -0.27685
C45 -3.15821 -6.95817 -0.98185
S1 -3.43346 -4.10167 1.87504
O5 -4.84280 -3.87844 2.04268
O6 -2.59133 -4.15443 3.05405
N8 -2.87922 -3.07141 0.81133
C46 -1.62476 -3.18397 0.41054
S2 -0.54667 -4.53431 0.61822
C47 0.65182 -3.83655 -0.39015
C48 0.22597 -2.61944 -0.77797
N9 -0.99442 -2.24308 -0.26512
H32 -1.32773 -9.62994 -0.62815
H33 -1.98484 -8.99950 -2.03615
H34 -1.71098 -8.69204 1.52225
H35 -2.30632 -6.61474 2.77185
H36 -3.96778 -4.96468 -0.79176
H37 -3.32677 -7.02596 -2.04336
H38 1.55730 -4.37918 -0.61222
H39 0.77397 -1.92933 -1.38412
F1 -4.70612 3.06678 -1.14159
C49 -3.56721 3.14560 -0.45360
F2 -3.74490 2.53250 0.71718
F3 -3.34734 4.44570 -0.17916
C50 -2.35290 2.55945 -1.23747
O7 -2.27205 2.80193 -2.42190
O8 -1.54833 1.94163 -0.49916

Force components x, y, z for each atom (eV/Å):
Ti 1.492 0.075 -0.579
C 0.111 0.065 -0.093
O -0.383 -0.227 -0.023
C 0.864 -0.152 0.583
N -0.884 0.162 -0.328
C 0.031 0.081 0.047
C -0.224 -0.038 0.035
C 0.165 -0.287 -0.197
C -0.099 -0.224 -0.086
C -0.029 -0.149 -0.027
C -0.105 0.189 0.198
C 0.139 0.107 0.147
C -0.592 0.090 -0.381
C 0.677 -0.070 -0.508
C -0.803 0.098 0.106
C 0.611 -0.303 0.177
C -0.817 -0.108 0.469
N 0.216 0.073 -0.035
C 0.848 0.062 -0.779
N -0.845 -0.022 0.405
C -0.127 -0.249 -0.220
C 0.270 -0.129 -0.080
O -0.151 -0.263 0.421
C -0.227 -0.037 0.137
C 0.064 -0.186 -0.083
C 0.161 -0.134 -0.280
C 0.043 0.221 0.257
C -0.045 -0.004 0.067
C 0.076 0.458 -0.183
H -0.015 -0.119 0.076
H 0.049 0.039 0.033
H -0.049 0.102 -0.063
H -0.063 0.101 0.109
H 0.077 0.228 0.155
H 0.123 -0.005 0.032
H 0.011 -0.141 -0.092
H 0.001 -0.207 -0.133
H -0.272 0.019 0.234
H -0.073 0.011 0.020
H -0.031 0.040 0.014
H -0.096 0.330 0.034
H -0.028 0.037 -0.018
H 0.044 0.153 -0.024
H -0.047 0.010 0.100
H -0.050 0.019 -0.018
H 0.001 -0.064 -0.025
H -0.006 -0.082 0.019
H 0.064 -0.125 -0.112
C 0.058 -0.429 0.120
O 0.159 0.062 -0.209
C -0.020 -0.048 -0.112
C -0.489 0.039 -0.228
C 0.004 -0.043 0.584
C -0.403 0.493 0.064
C 0.124 -0.186 0.139
C 0.114 -0.157 0.505
N 0.721 0.649 -1.359
N -1.181 -1.008 0.355
C 1.998 0.994 0.520
C 1.028 0.719 0.504
C -0.344 0.054 0.124
C -0.553 -1.891 -1.504
O -1.227 1.072 1.028
C 0.012 0.084 -0.052
N -0.203 -0.141 -0.126
C 0.610 -0.136 -0.191
C 0.073 0.116 -0.065
C 0.224 -0.029 0.081
C -0.679 0.226 -0.061
H -0.057 0.065 -0.041
H -0.058 0.251 0.005
H 0.082 0.050 0.019
H 0.107 0.015 0.030
H 0.089 -0.099 0.009
H 0.114 0.053 -0.039
H -0.017 0.030 -0.053
H 0.028 0.004 0.064
H 0.226 0.132 0.030
H -0.224 0.049 0.075
H -0.120 -0.077 -0.055
H -0.047 0.019 0.023
N -0.488 0.398 0.359
C -0.090 0.170 0.073
C -0.027 0.101 -0.149
C -0.087 0.141 0.259
C -0.096 -0.038 -0.333
C 0.023 -0.087 -0.016
C 0.076 0.187 0.415
S 0.026 -0.719 -0.358
O -0.066 0.171 0.124
O -0.165 -0.051 0.330
N -0.430 -0.116 0.177
C 0.861 -0.103 -0.144
S 0.143 -1.197 0.400
C -0.123 0.109 -0.035
C -0.028 -0.537 0.225
N -0.061 1.169 -0.430
H 0.272 -0.190 -0.045
H 0.136 -0.040 -0.162
H 0.099 -0.193 0.196
H -0.047 -0.130 -0.258
H 0.067 -0.237 0.091
H -0.154 0.052 -0.248
H -0.015 0.180 -0.071
H 0.051 0.120 -0.164
F -0.261 0.092 -0.076
C 0.420 -0.019 -0.302
F -0.290 -0.038 0.394
F -0.016 0.285 0.011
C -0.238 0.403 0.005
O -0.216 0.199 -0.585
O 0.494 -0.460 0.627

Properties
<S²>: 2.026
ΔE to the lowest compared entry with this formula, charge and spin (kJ/mol): 0.0
Total charge: -1
Gap between HOMO and LUMO (spin up / spin down) (eV): 5.403 / 6.982
Multiplicity: 3
HOMO level (spin up / spin down) (eV): -3.301 / -4.955
Calculated total energy (eV): -135217.476

Here are the Löwdin charges for atoms 1 to 2, given in e:
1. Ti 1.079
2. C -0.067

***

(2)
Molecular formula: C27H28BrIrNO3P2
Method: DFT, ωB97M-V/def2-TZVPD

Cartesian coordinates (Å):
C1 3.97874 1.24508 -2.79798
C2 2.63289 1.04708 -2.52043
C3 2.17240 -0.30489 -2.46844
C4 3.07021 -1.34301 -2.11638
C5 4.40469 -1.15611 -2.46686
C6 4.83385 0.12714 -2.83211
C7 2.42660 -2.52516 -1.47008
C8 1.22676 -2.91165 -2.28099
C9 0.38212 -1.83121 -2.64616
C10 -1.00821 -2.05134 -2.89460
C11 -1.39871 -3.34600 -3.22211
C12 -0.44137 -4.37999 -3.20289
C13 0.85870 -4.18103 -2.71794
H1 4.36112 2.25892 -2.95179
H2 5.07718 -2.02145 -2.45943
H3 5.87914 0.26978 -3.10164
H4 3.11402 -3.36231 -1.26183
H5 -2.44791 -3.53965 -3.47785
H6 -0.74143 -5.38279 -3.51264
H7 1.59738 -4.98895 -2.66799
N1 0.85362 -0.55789 -2.69147
Ir1 0.14721 -0.02023 0.20819
C14 1.60926 2.10852 -2.26169
H8 0.76167 2.00244 -2.95045
H9 2.02849 3.11600 -2.38142
C15 -1.91264 -0.85389 -2.78587
H10 -1.55509 -0.05334 -3.45113
H11 -2.95082 -1.11411 -3.04272
P1 0.88381 1.89522 -0.51758
P2 -1.85799 -0.09146 -1.05754
C16 -2.95147 -1.19867 -0.10298
H12 -3.05166 -0.78779 0.91118
H13 -3.94077 -1.27132 -0.57412
H14 -2.49663 -2.19571 -0.02999
C17 -2.80744 1.43858 -1.25566
H15 -3.85032 1.20166 -1.51015
H16 -2.78392 1.99007 -0.30717
H17 -2.36741 2.05080 -2.05245
C18 2.30924 2.37333 0.51292
H18 2.74496 3.31779 0.16198
H19 1.96337 2.49904 1.54585
H20 3.07218 1.58821 0.48427
C19 -0.19478 3.35175 -0.40134
H21 -0.66718 3.35470 0.58860
H22 0.40638 4.26302 -0.51579
H23 -0.96766 3.32876 -1.17522
C20 -0.62976 0.71586 1.70286
O1 -1.08841 1.17269 2.67013
H24 1.97989 -2.10511 -0.49457
Br1 2.21201 -0.76881 2.22569
C21 0.74121 -1.44480 3.30202
C22 0.58452 -1.02601 4.62020
C23 -0.51674 -1.46204 5.36394
C24 -1.44385 -2.32138 4.77415
C25 -1.27550 -2.76734 3.46646
C26 -0.17717 -2.31481 2.71833
C27 0.02295 -2.88479 1.33361
O2 0.07055 -4.10544 1.21596
O3 0.11884 -2.05318 0.31825
H25 1.30333 -0.34691 5.05835
H26 -0.65613 -1.12602 6.38978
H27 -2.31233 -2.65905 5.33360
H28 -1.96552 -3.47573 3.00033

Force components x, y, z for each atom (eV/Å):
C -0.210 -0.072 0.572
C 0.072 -0.528 -0.610
C -0.550 -0.085 0.718
C 0.630 0.269 -0.842
C -0.305 -0.041 0.441
C 0.343 0.027 -0.226
C -0.037 -0.003 0.161
C -0.348 -0.449 -0.751
C 0.100 0.242 0.491
C 0.639 -0.248 -0.356
C 0.002 0.335 0.416
C -0.134 -0.240 -0.103
C 0.054 0.321 0.425
H -0.028 -0.414 0.096
H -0.051 0.537 0.199
H -0.236 -0.006 0.017
H -0.310 0.393 -0.072
H 0.500 -0.074 0.106
H 0.098 0.324 0.036
H -0.548 0.136 0.160
N -0.286 0.367 0.639
Ir -0.885 -2.803 -0.924
C -0.416 -0.085 0.116
H 0.112 0.016 0.060
H -0.127 -0.149 0.237
C 0.170 0.307 0.132
H -0.172 -0.216 0.081
H 0.234 0.179 0.183
P 2.992 3.376 -2.203
P -1.468 -1.331 -1.672
C -0.095 0.103 0.205
H -0.093 -0.172 -0.198
H 0.222 0.014 0.112
H -0.085 0.275 -0.111
C -0.163 0.153 0.146
H 0.296 0.071 0.029
H -0.115 -0.019 -0.267
H -0.174 -0.156 0.187
C 0.124 0.263 0.239
H -0.113 -0.184 0.037
H 0.157 -0.047 -0.139
H -0.152 0.166 -0.030
C -0.226 0.018 0.238
H -0.005 0.148 -0.206
H -0.112 -0.263 0.007
H 0.213 0.076 0.212
C -2.165 1.400 4.566
O 1.042 -0.716 -2.259
H 0.955 -1.014 -1.189
Br 0.116 -0.420 1.026
C -0.357 -0.053 0.133
C 0.021 0.076 -0.025
C 0.113 -0.085 -0.527
C -0.155 -0.083 -0.064
C 0.446 0.264 -0.035
C 0.085 -0.046 -0.146
C -0.042 -1.983 0.760
O -0.163 1.765 -0.295
O 0.047 0.142 0.089
H 0.023 -0.029 0.014
H 0.106 -0.062 -0.258
H 0.181 0.065 -0.016
H 0.234 0.249 0.238

Properties
<S²>: 6.081
Total charge: +1
Gap between HOMO and LUMO (spin up / spin down) (eV): 7.658 / 4.485
Multiplicity: 5
HOMO level (spin up / spin down) (eV): -9.744 / -10.967
Calculated total energy (eV): -127537.519

Here are the natural (NBO) charges for atoms 1 to 2, given in e:
1. C -0.224
2. C -0.041

***

(3)
Molecular formula: C6H14N2O2
Method: DFT, ωB97M-V/def2-TZVPD

Cartesian coordinates (Å):
C1 2.11609 2.05593 0.12213
N1 1.25155 1.78430 1.28549
C2 1.25760 0.54720 1.88431
C3 0.23004 0.23568 2.93403
O1 2.08161 -0.27971 1.54010
H1 2.78041 2.85414 0.45704
H2 2.49248 1.09268 -0.19607
H3 1.59993 2.54470 -0.71093
H4 0.48857 2.42351 1.43724
H5 -0.65922 -0.29060 2.59215
H6 0.66685 -0.16725 3.83967
H7 -0.24350 1.16983 3.28004
C4 -2.88506 -1.01539 -0.82449
N2 -1.46911 -0.77125 -1.10396
C5 -0.88273 -1.54638 -2.09324
C6 0.58814 -1.35812 -2.24934
O2 -1.58715 -2.32284 -2.71205
H8 -3.09094 -0.27482 -0.04324
H9 -3.47659 -0.64810 -1.65821
H10 -3.14730 -2.02487 -0.53839
H11 -0.92614 -0.34993 -0.37051
H12 0.66764 -0.26239 -2.23192
H13 0.93538 -1.70154 -3.21511
H14 1.21145 -1.69479 -1.42474

Force components x, y, z for each atom (eV/Å):
C -0.845 0.828 0.764
N -0.679 -0.153 -0.428
C 0.318 -0.115 -0.832
C -0.991 1.985 0.695
O 0.077 -0.344 0.139
H 0.929 -0.680 -0.267
H 0.764 0.257 0.017
H -0.552 -0.414 0.164
H 0.005 -0.161 0.263
H 0.489 -0.699 -0.268
H 0.135 -0.591 -0.242
H 0.292 0.063 -0.061
C 0.525 1.908 0.312
N -0.287 -0.874 -0.631
C -0.871 -0.658 1.349
C 0.056 1.444 -0.304
O 0.444 0.223 -0.404
H -0.359 -0.524 0.290
H -0.109 -0.500 -0.268
H 0.084 -0.184 -0.018
H 0.253 -0.042 -0.178
H 0.490 -0.077 -0.173
H 0.053 -0.287 0.027
H -0.220 -0.406 0.054

Properties
ΔE to the lowest compared entry with this formula, charge and spin (kJ/mol): 109.1
Gap between HOMO and LUMO (eV): 10.054
HOMO level (eV): -9.560
SMILES: CNC(C)=O.CNC(C)=O
Calculated total energy (eV): -13524.494

Here are the natural (NBO) charges for atoms 1 to 2, given in e:
1. C -0.431
2. N -0.620